The following is a DFT calculation (ωB97M-V/def2-TZVPD) of the molecule C2H5N3O at a distorted geometry.

Summary:
Energy relative to the best compared isomer or geometry (same formula, charge and spin)   32.1 kcal per mole
Kohn-Sham gap   9.74 eV
Spin multiplicity   1
Net charge   0
SMILES string   [H]/N=C/N=C(\N)O
Electronic energy   -8672.2499 eV
Highest occupied orbital energy   -9.15 eV

Last column: Mulliken charge in e.
CARTESIAN COORDINATES (ANGSTROEM)
H  0.455  2.522  -1.995  0.26
N  -0.258  2.167  -1.365  -0.59
C  0.135  1.064  -0.868  0.06
N  -0.660  0.410  0.019  -0.51
C  -0.396  -0.683  0.662  0.65
N  0.649  -1.536  0.614  -0.39
O  -1.409  -0.932  1.484  -0.57
H  1.099  0.584  -1.099  0.14
H  0.756  -2.257  1.312  0.25
H  1.469  -1.268  0.095  0.19
H  -1.838  -0.070  1.142  0.51

***

The following is a DFT calculation (ωB97M-V/def2-TZVPD) of the molecule C2H5N3O at a distorted geometry.

Summary:
Energy relative to the best compared isomer or geometry (same formula, charge and spin)   63.5 kcal per mole
Kohn-Sham gap   10.42 eV
Spin multiplicity   1
Net charge   0
SMILES string   N/N=C\C(N)=O
Electronic energy   -8670.8886 eV
Highest occupied orbital energy   -9.63 eV

Last column: Mulliken charge in e.
CARTESIAN COORDINATES (ANGSTROEM)
N  0.504  1.578  -0.775  -0.58
N  0.585  1.360  0.646  -0.30
C  0.053  0.376  1.163  0.05
C  -0.455  -0.935  0.586  0.51
N  -0.736  -1.208  -0.638  -0.39
O  -0.528  -1.776  1.420  -0.59
H  1.035  0.893  -1.399  0.24
H  1.158  2.277  -0.871  0.29
H  0.122  0.014  2.267  0.29
H  -1.029  -2.109  -1.057  0.23
H  -0.709  -0.471  -1.342  0.25

***

The following is a DFT calculation (ωB97M-V/def2-TZVPD) of a structure of composition C2H5N3O at a distorted geometry.

Summary:
Energy relative to the best compared isomer or geometry (same formula, charge and spin)   127.8 kcal per mole
Kohn-Sham gap   9.11 eV
Spin multiplicity   1
Net charge   0
Electronic energy   -8668.0991 eV
Highest occupied orbital energy   -9.15 eV

Last column: Mulliken charge in e.
CARTESIAN COORDINATES (ANGSTROEM)
C  -1.361  0.545  -0.066  0.14
C  0.701  -0.845  0.275  -0.06
H  1.735  0.952  -0.355  0.42
H  -1.467  1.775  0.160  0.27
H  -3.125  -0.351  0.041  0.23
H  0.206  -1.796  0.383  0.40
H  2.717  -1.219  -0.329  0.21
N  -0.019  0.300  0.274  0.15
N  -2.162  -0.502  -0.193  -0.62
N  1.993  -0.390  -0.206  -0.57
O  0.781  1.530  0.016  -0.58

***

The following is a DFT calculation (ωB97M-V/def2-TZVPD) of the molecule C2H5N3O at a distorted geometry.

Summary:
Energy relative to the best compared isomer or geometry (same formula, charge and spin)   90.2 kcal per mole
Kohn-Sham gap   9.80 eV
Spin multiplicity   1
Net charge   0
SMILES string   O[C@H]1CNN=N1
Electronic energy   -8669.7295 eV
Highest occupied orbital energy   -8.97 eV

Last column: Mulliken charge in e.
CARTESIAN COORDINATES (ANGSTROEM)
O  -2.118  -0.173  -0.293  -0.51
C  -1.130  0.432  0.408  0.17
C  0.489  -0.324  0.054  -0.52
N  1.276  0.896  -0.155  -0.02
N  0.437  1.997  -0.036  -0.25
N  -0.769  1.734  0.030  -0.29
H  -2.966  0.225  -0.381  0.32
H  -1.301  0.299  1.473  0.30
H  0.798  -0.930  0.949  0.25
H  0.469  -0.785  -0.900  0.31
H  2.268  1.126  -0.075  0.24

***

The following is a DFT calculation (ωB97M-V/def2-TZVPD) of the molecule C2H5N3O2 at a distorted geometry.

Summary:
Energy relative to the best compared isomer or geometry (same formula, charge and spin)   92.3 kcal per mole
Kohn-Sham gap   10.07 eV
Spin multiplicity   1
Net charge   0
SMILES string   NO[C@H](N)N=C=O
Electronic energy   -10717.8087 eV
Highest occupied orbital energy   -9.31 eV

Last column: Mulliken charge in e.
CARTESIAN COORDINATES (ANGSTROEM)
N  1.814  -0.124  0.868  -0.53
O  0.748  0.664  0.430  -0.25
C  0.026  0.090  -0.671  0.25
N  -0.720  1.062  -1.392  -0.65
N  -0.845  -0.908  -0.073  -0.43
C  -1.813  -1.092  0.649  0.53
O  -2.588  -1.505  1.408  -0.43
H  1.352  -1.000  1.020  0.25
H  2.257  0.190  1.686  0.24
H  0.625  -0.510  -1.263  0.43
H  -0.079  1.349  -2.030  0.29
H  -0.777  1.783  -0.632  0.31

***

The following is a DFT calculation (ωB97M-V/def2-TZVPD) of a cluster of 2 separate species, C2H5N3O2 in total at a distorted geometry.

Summary:
Energy relative to the best compared isomer or geometry (same formula, charge and spin)   203.3 kcal per mole
Kohn-Sham gap   8.84 eV
Spin multiplicity   1
Net charge   0
SMILES string   C#C/N=[NH+]/[O-].NO
Electronic energy   -10712.9929 eV
Highest occupied orbital energy   -9.44 eV

Last column: Mulliken charge in e.
CARTESIAN COORDINATES (ANGSTROEM)
C  4.223  0.405  -0.887  -0.31
C  3.056  0.182  -0.592  0.03
N  1.770  0.084  -0.331  -0.42
N  1.048  -0.621  -1.081  0.54
O  -0.108  -0.921  -0.954  -0.61
H  5.261  0.613  -0.887  0.42
H  1.497  -1.156  -1.937  0.30
N  -1.155  0.479  1.512  -0.37
O  -1.916  -0.594  0.921  -0.46
H  -1.046  0.285  2.482  0.21
H  -1.734  1.200  1.381  0.19
H  -1.305  -0.831  0.298  0.47

***

> Number 3 is which compound?

C2H5N3O

***

> What is the spin multiplicity in the first record?

1